(1)
ORCA calculation (ωB97M-V with the def2-TZVPD basis set) on a molecular structure, C20H19AlCl48FN2O2.

Summary:
- charge = -1
- E_LUMO (eV) = 1.10
- highest occupied orbital energy (eV) = -5.67
- frontier orbital gap (eV) = 6.769

Last column: Löwdin charge in e.
Element x y z (Å)
C1 4.36576 -1.08251 -7.68461  -2.046
C2 -3.32010 -0.28475 -1.93950  -2.036
C3 -3.51256 1.79435 5.57681  -2.032
Cl1 5.63790 -3.31923 11.41940  0.515
C4 4.66654 2.87424 -0.89104  -0.590
C5 4.49979 1.46810 -0.38792  -0.208
Cl2 4.74752 -2.77618 8.72808  0.511
C6 -5.15038 -1.16804 10.50929  -2.057
H1 4.11667 1.55962 0.63285  0.073
Cl3 -7.71356 -3.48701 -6.09196  0.511
C7 -5.85871 -6.86132 -3.79202  -2.041
Cl4 -4.78911 -5.49540 -3.47453  0.497
Cl5 3.71127 -2.29049 -6.57960  0.535
Cl6 6.12851 -1.04937 -7.54671  0.526
Cl7 2.77068 -1.74652 4.46468  0.500
O1 3.88856 3.73576 -0.63418  0.057
Cl8 7.14278 -4.32535 9.16983  0.508
Cl9 -2.99709 -0.63670 -3.63888  0.523
Cl10 -3.81734 -1.25217 11.66655  0.521
N1 0.46889 1.45359 -2.86943  -0.016
Cl11 -13.21519 3.97791 -1.75701  0.520
H2 4.60100 -2.11630 -3.13153  0.083
Cl12 -7.53767 -6.36539 -3.54101  0.512
Cl13 -4.36479 1.44111 7.08590  0.501
C8 -12.67101 2.30565 -1.57485  -2.043
C9 -6.16058 -2.74364 -5.68114  -2.033
Cl14 1.96446 4.21023 2.26495  0.546
Cl15 3.71019 0.50430 -7.27909  0.558
H3 1.79489 2.98968 -2.13961  0.097
Cl16 -4.53055 1.00056 -1.82178  0.517
N2 5.82071 3.10727 -1.63645  0.147
Cl17 -4.44914 2.94703 4.62283  0.505
Cl18 4.88878 -0.64639 2.83701  0.518
Cl19 8.25549 -4.25187 4.14480  0.525
Cl20 -11.35005 2.24207 -0.39882  0.468
F1 6.60467 -2.47792 -3.28415  -0.092
H4 5.44763 0.93435 -0.29732  0.102
Cl21 -0.59742 4.72694 1.04582  0.532
Cl22 -3.30871 0.30191 4.65164  0.532
Cl23 -3.93593 -1.74371 -1.13549  0.491
C10 3.21785 -0.42608 3.36714  -2.022
H5 2.63198 -0.41504 -3.83489  -0.023
H6 5.61293 3.82212 -2.32561  0.089
Cl24 -12.10367 1.69706 -3.13426  0.524
Cl25 -5.64929 -7.40339 -5.46217  0.517
Cl26 -6.10251 -1.10263 -6.33679  0.526
Cl27 -6.49406 -2.16337 11.08451  0.517
Cl28 -7.58768 4.17015 2.24108  0.530
Cl29 7.12636 -1.49843 9.74305  0.520
C11 3.49876 2.38652 -4.12625  -0.203
H7 5.59753 -0.54746 -4.68792  0.003
Cl30 -9.02842 1.90855 1.16918  0.477
Cl31 -4.85145 -3.69216 -6.39306  0.514
H8 3.60185 -0.42078 -0.84259  0.034
H9 0.33232 1.26027 -1.88426  -0.037
Cl32 -6.89490 1.49969 3.07284  0.509
Cl33 -5.47058 -8.19094 -2.68970  0.519
Al1 3.77010 0.57942 -3.22427  0.317
H10 0.97125 0.67498 -3.28680  -0.001
C12 6.16291 -2.98036 9.76370  -2.057
Cl34 -0.45206 3.22185 3.51239  0.464
H11 2.85186 4.44998 -4.92301  0.065
C13 5.55375 -1.63657 -2.90953  -0.334
H12 4.03731 3.21983 -3.66882  0.037
C14 6.57934 -4.02629 4.66169  -2.040
Cl35 -9.38745 2.67301 3.93104  0.527
Cl36 6.43479 -2.49618 5.53274  0.492
H13 6.45139 0.27427 -3.35508  0.043
H14 5.57769 -1.46254 -1.83332  0.090
Cl37 -5.68834 0.51047 10.35371  0.507
C15 2.02561 2.77119 -4.30114  -0.439
Cl38 6.10823 -5.35774 5.73020  0.502
Cl39 -14.01639 1.30747 -1.00653  0.517
C16 -8.22238 2.56118 2.60525  -2.030
Cl40 -4.60607 -1.76361 8.93865  0.516
Cl41 -1.83169 0.23360 -1.15666  0.560
C17 3.50646 0.60554 -1.20396  -0.241
H15 0.45180 3.50252 -3.11952  0.104
C18 1.20624 2.71963 -3.02036  -0.244
H16 2.48629 0.94160 -1.01305  0.007
H17 1.57531 2.17689 -5.09774  0.127
H18 3.88651 2.29075 -5.14843  0.014
Cl42 3.06737 1.11772 4.21732  0.520
O2 1.95495 4.14972 -4.74243  -0.081
Cl43 5.52261 -4.00935 3.24832  0.518
Cl44 2.14471 -0.43224 1.97049  0.535
Cl45 -5.98679 -2.66885 -3.92042  0.465
Cl46 -1.92468 2.47899 5.93770  0.495
C19 5.56497 -0.31031 -3.62029  -0.236
C20 0.35550 3.55600 1.96837  -2.019
Cl47 3.91792 -1.49904 -9.35113  0.495
H19 6.07942 2.23827 -2.09683  0.069
Cl48 0.48172 2.04969 1.05566  0.509

(2)
ORCA calculation (ωB97M-V with the def2-TZVPD basis set) on 3 unconnected molecules or ions with the total composition C20H40FINO9P2.

Summary:
- charge = +1
- E_LUMO (eV) = -4.29
- highest occupied orbital energy (eV) = -11.87
- frontier orbital gap (eV) = 7.579
- energy above the lowest of the compared OMol25 structures with the same formula, charge and spin (kJ/mol) = 0.0

Last column: Löwdin charge in e.
Element x y z (Å)
H1 3.36561 7.80359 2.01209  0.081
H2 -3.38498 -8.08371 4.80898  0.084
H3 -3.24640 -3.14576 5.12476  0.080
H4 6.71975 6.65457 -2.64969  0.084
H5 -0.68279 2.14498 0.60701  0.130
C1 -1.01261 -0.43138 0.84280  -0.070
H6 4.47548 7.22214 3.26215  0.088
H7 1.55178 -2.01326 -4.53446  0.128
H8 -2.57682 -2.43149 2.09928  0.125
H9 -0.90439 -3.51028 -5.00282  0.091
H10 -1.15387 -2.52454 -6.48123  0.085
H11 -0.30949 -3.81876 6.20059  0.079
C2 -2.12891 0.23638 -3.60817  -0.057
H12 4.69227 8.84884 2.58257  0.092
H13 -4.91808 -7.32144 5.29959  0.086
H14 0.68854 -5.29763 6.20348  0.090
H15 0.44096 -2.95880 -5.94470  0.081
C3 -0.09792 -4.75204 6.72299  -0.090
H16 2.62791 6.51937 -0.81954  0.019
C4 0.39105 2.32267 -1.22429  -0.669
H17 0.16308 -1.47819 -1.25318  0.142
C5 7.10221 7.10151 -1.73037  -0.095
C6 -2.99966 -1.83821 -4.60916  -0.080
C7 -1.97689 -1.47943 0.26475  -0.147
C8 -3.94964 -7.68208 5.64965  -0.093
O1 -3.12977 -5.10734 4.44116  -0.233
C9 -1.76137 -1.24447 -3.89662  -0.371
H18 0.22741 -4.52106 7.73302  0.090
C10 -3.90513 -3.98841 4.90755  -0.102
C11 0.84565 0.23634 -2.33559  -0.250
C12 4.39793 7.82428 2.36147  -0.088
H19 8.09568 6.70551 -1.53368  0.089
H20 7.16316 8.18248 -1.85014  0.086
C13 -0.46111 -1.37617 -4.73204  -0.291
N1 -0.31590 0.28111 -0.26485  -0.027
H21 -3.09574 -2.91308 -4.47848  0.081
H22 -4.59191 -3.70738 4.11300  0.084
O2 6.26624 6.73927 -0.63002  -0.252
H23 -0.33849 -0.54898 -5.43402  0.156
O3 4.22163 7.70529 -1.44088  -0.215
H24 -2.85929 0.54133 -4.35819  0.084
H25 -1.38794 -2.36512 0.01133  0.123
H26 -4.47825 -4.24356 5.80068  0.091
I1 0.49658 4.39532 -1.12476  1.078
H27 -0.26200 -0.86536 1.49967  0.149
C14 0.22475 -0.40325 -1.28042  0.047
H28 -1.28285 0.91394 -3.70173  0.065
F1 -3.85278 -0.87292 1.64122  -0.024
H29 1.42095 2.17804 -3.08159  0.133
H30 -1.68005 -1.81179 -2.96256  0.115
O4 5.29886 7.25819 1.38528  -0.208
C15 0.92845 1.62981 -2.28911  -0.012
H31 -3.89215 -1.37372 -4.18497  0.080
H32 0.61123 -2.32812 -3.10635  0.130
C16 -0.54965 -2.66356 -5.59091  -0.063
H33 -1.60234 0.31454 1.36950  0.130
O5 5.63872 9.20829 -0.12564  -0.228
H34 -2.37929 -1.09750 -0.67527  0.111
P1 5.18091 7.81229 -0.11829  0.442
C17 -3.03244 -1.91010 1.25401  -0.205
P2 -2.10489 -5.84700 5.47943  0.435
O6 -1.27580 -5.57760 6.82790  -0.204
O7 -3.24478 -6.62405 6.30091  -0.246
H35 2.91676 6.59858 -2.56902  0.083
C18 3.39660 6.54406 -1.59431  -0.162
H36 -2.63276 0.33467 -2.64450  0.074
C19 0.79871 -1.58143 -3.88157  -0.124
C20 -0.23872 1.61053 -0.21958  -0.088
O8 -1.27875 -6.69369 4.60245  -0.241
O9 1.41255 -0.37242 -3.37782  0.018
H37 -3.01483 -1.56884 -5.66485  0.089
H38 -3.65624 -2.65703 0.75715  0.130
H39 -4.11167 -8.46905 6.38205  0.090
H40 3.99795 5.63206 -1.54315  0.087

(3)
ORCA calculation (ωB97M-V with the def2-TZVPD basis set) on a molecular structure, C25H23AsIrNO6S.

Summary:
- multiplicity = 2
- charge = +1
- <S²> = 0.793
- E_LUMO (alpha / beta) (eV) = -4.47 / -5.56
- highest occupied orbital energy (alpha / beta) (eV) = -11.37 / -12.30
- frontier orbital gap (alpha / beta) (eV) = 6.899 / 6.740
- energy above the lowest of the compared OMol25 structures with the same formula, charge and spin (kJ/mol) = 97.9

Last column: Mulliken spin population.
Element x y z (Å)
H1 -0.71738 -5.32350 -1.93694  0.000
C1 -2.78055 -4.41134 1.21266  0.001
C2 -2.99244 -5.62062 0.56966  0.000
C3 -2.96175 1.87875 0.62165  0.002
Ir1 -1.06348 0.06859 -0.09819  0.030
C4 -1.14297 3.40068 -0.01901  -0.015
C5 -2.91639 1.26620 -0.65620  0.006
H2 -3.35285 -4.13494 2.08735  0.000
C6 3.04522 2.02709 -3.43751  0.169
C7 3.38904 2.48284 -2.16791  -0.066
H3 3.10161 0.49934 4.59627  0.004
C8 2.62908 0.58048 3.62681  0.096
H4 -2.41491 -6.90502 -1.04417  0.000
O1 -0.29347 -1.41423 1.22202  0.004
O2 -1.84469 -2.27554 2.97018  0.000
H5 -2.14303 3.36561 1.89858  -0.001
C9 -0.21340 4.52735 0.34140  0.003
C10 2.64126 2.11104 -1.07325  0.167
C11 -1.94892 1.70757 -1.57362  -0.001
C12 -1.29068 -5.08418 -1.05053  0.000
C13 2.73138 0.32585 1.23742  0.117
C14 -2.24800 -5.95729 -0.55016  0.000
N1 0.78834 0.88722 -0.11905  0.421
C15 -1.05215 -3.87843 -0.40616  0.002
C16 0.71102 1.13315 2.29515  0.088
H6 2.88500 2.49552 -0.09263  0.002
H7 -1.96442 1.34611 -2.59321  0.000
O3 -0.57718 -1.20683 -1.42514  0.003
O4 1.69022 -2.56206 -0.31570  0.000
H8 1.66190 0.85506 -4.59239  -0.001
H9 -0.49821 4.99784 1.28082  0.000
H10 -3.71140 1.57239 1.33726  0.001
C17 1.52493 1.25279 -1.22630  0.010
C18 -1.80625 -3.54964 0.72274  -0.001
H11 3.24497 -0.01560 0.34871  -0.001
As1 0.23942 -2.75416 -1.27487  -0.001
O5 -2.58056 -1.05989 0.96707  -0.005
S1 -1.62770 -2.04053 1.59030  -0.001
C19 3.32623 0.21814 2.48184  -0.052
C20 1.92546 1.21415 -3.60703  -0.062
H12 -0.40775 3.17599 -1.99503  -0.003
H13 -0.30522 1.49643 2.21302  0.009
C21 -2.08407 2.89898 0.92161  0.003
H14 3.64085 2.31216 -4.29422  0.005
H15 0.80960 4.15709 0.44474  -0.001
H16 1.47436 -2.22171 0.56190  0.000
H17 -3.67128 0.55528 -0.96382  0.001
C22 -1.09567 2.80671 -1.24485  0.027
H18 0.76852 1.29877 4.42330  -0.001
C23 1.41809 0.80218 1.13175  -0.040
O6 0.64796 -3.32344 -2.72711  -0.002
H19 -0.20691 5.28956 -0.43712  0.000
H20 4.33425 -0.16617 2.55929  0.001
H21 4.24236 3.13482 -2.03887  0.000
H22 0.31094 0.19017 -2.65566  0.008
H23 -3.74068 -6.30312 0.94854  0.000
C24 1.31616 1.03047 3.53021  -0.042
C25 1.15621 0.84585 -2.52559  0.115